Record 1
6
Properties=species:S:1:pos:R:3 method="wB97M-V/def2-TZVPD" homo_energy_ev="-8.65 / -9.51" e_tot_ev=-151986.306 de_lowest_kj_mol=259.5 homo_lumo_gap_ev="6.65 / 8.55"
H -0.3770 -0.5654 -0.7524
S -1.0661 0.5245 1.6095
Br 1.2878 1.4447 -1.3496
C 0.6457 -0.2157 -0.5924
Br 1.7302 -1.3863 0.2811
H -2.2206 0.1983 0.8038

Record 2
18
Properties=species:S:1:pos:R:3 method="wB97M-V/def2-TZVPD" homo_energy_ev=-9.42 e_tot_ev=-10477.435 smiles="C=C(C=O)[C@@H](O)CC" de_lowest_kj_mol=167.4 homo_lumo_gap_ev=8.98
C 1.4480 -0.9030 0.3957
C -1.2564 -0.1530 1.3718
H 2.6985 1.3834 -0.2031
H -1.4895 -1.2156 1.3425
C -1.4574 0.5071 0.0354
H -0.1043 -1.9278 -0.8301
C 0.9818 0.1920 -0.4789
H -0.5232 0.6927 -1.9434
H -1.8325 0.3348 2.1537
C 1.7010 1.3012 -0.6071
H 2.4332 -0.7238 0.8631
O -0.6378 -1.2717 -1.4972
C -0.3964 0.0185 -1.0865
H -1.3644 1.5897 0.1200
H -2.4316 0.2515 -0.3818
H 1.3300 2.1476 -1.1644
H -0.1528 -0.1536 1.6481
O 1.0539 -2.0702 0.2622

Record 3
12
Properties=species:S:1:pos:R:3 method="wB97M-V/def2-TZVPD" homo_energy_ev=-7.73 e_tot_ev=-9811.894 smiles="C=C(N)C(O)=C=O" de_lowest_kj_mol=233.6 homo_lumo_gap_ev=7.84
C -0.5816 -0.6882 0.0314
H 0.8262 2.4561 -0.0506
C 0.4049 0.3815 -0.0718
H -0.9355 2.0128 0.2531
O -0.0667 -1.9784 0.0801
N 1.7141 0.0062 -0.3125
C 0.0783 1.6770 0.0572
C -1.8746 -0.5335 0.0079
H 2.4056 0.6590 0.0427
H 1.8868 -0.9569 -0.0210
H -0.8109 -2.6031 -0.0021
O -3.0468 -0.4324 -0.0144

Record 4
44
Properties=species:S:1:pos:R:3 method="wB97M-V/def2-TZVPD" homo_energy_ev=-6.48 e_tot_ev=-90811.926 de_lowest_kj_mol=556.2 homo_lumo_gap_ev=4.53
H 2.1087 -2.0760 2.6752
H 2.6573 1.1169 0.3758
Pb 0.7561 -2.6241 0.1987
N -0.9323 -0.6188 -2.0199
H 2.9168 -3.1723 1.4943
C -1.4478 -2.5651 1.0407
H -1.0196 -4.7613 -0.8849
C 0.6074 0.5359 2.2143
C -1.7828 1.2746 -3.2212
C 2.4150 -2.1679 1.6320
Cl -2.5811 2.5966 3.2017
C 1.8703 3.3457 -2.0619
H -3.7074 1.0549 -4.1609
C 1.0173 1.3449 4.4341
C -0.7928 0.6445 -2.4377
H -1.4177 -2.8803 2.0864
C -2.0314 -1.2927 -2.3497
C -0.6520 1.0293 2.2046
Cl 2.0178 1.4760 5.8044
H -0.0596 -4.1911 -2.2338
H 0.2441 2.9747 -3.4462
C 2.1351 1.5633 -0.4728
H 3.4034 3.3060 -0.5043
H 0.7696 -4.9754 -0.8424
C 0.7994 2.6250 -2.5784
C -0.0784 -4.2546 -1.1526
N 1.1196 0.8884 -0.9829
Cl -0.8153 2.8803 5.7245
C 2.5606 2.8104 -0.9729
C -2.9283 0.5680 -3.5617
C 1.4975 0.8565 3.1760
H -1.6269 2.3139 -3.5143
H -3.9406 -1.3429 -3.3393
C -0.3092 1.8225 4.4822
H -1.8090 -1.5398 0.9227
Cl 3.1945 0.8496 2.7867
H -2.0202 -3.2659 0.4130
H 3.1767 -1.4415 1.3204
H -2.1034 -2.3111 -1.9751
C -1.1261 1.7283 3.3409
H 2.1642 4.3032 -2.4981
C 0.4119 1.4023 -1.9933
Cl -1.5942 0.9051 0.7924
C -3.0673 -0.7363 -3.1166

Record 5
108
Properties=species:S:1:pos:R:3 method="wB97M-V/def2-TZVPD" homo_energy_ev="-6.20 / -6.65" e_tot_ev=-89894.996 multiplicity=2 de_lowest_kj_mol=0.0 homo_lumo_gap_ev="6.61 / 6.40"
H -1.7064 0.7095 1.0704
C -3.6153 0.6755 -3.2028
C 5.5168 2.6326 -3.5808
H -3.9007 -0.3960 1.2328
C 2.1829 -3.7334 2.8769
C -3.1167 2.8824 -1.2161
B -0.1664 3.4023 0.9743
H -0.4427 3.2008 5.1704
C 4.7042 3.1904 -2.6089
C -3.2969 -4.6843 -1.5481
C 4.9992 1.7011 -4.4708
C 1.1356 -1.1343 2.6400
H -0.9699 -3.0219 4.8859
H -4.4673 1.0859 -2.6777
Ru 0.7596 0.8479 -0.6304
H 1.6667 5.6393 2.1009
C -2.1467 2.0050 -1.7229
H 5.4806 -0.2230 0.5458
C 2.5559 3.4030 -1.4201
C 1.3555 -1.9255 1.5170
H -1.2289 -4.4681 0.4581
N -1.0402 2.0947 -0.9817
H -2.0961 -4.1638 5.6185
C 0.3475 1.0162 3.7563
H 3.2363 0.6422 -5.0909
H 0.2593 4.3002 3.9805
C 1.6059 5.9510 1.0584
C -0.4255 3.4632 4.1142
H -3.0880 4.2445 1.7862
S 2.8920 0.6084 0.1895
C -0.0060 2.2725 3.3211
H 4.6129 -1.9835 -3.0981
C -1.9167 -0.1687 0.4886
C 1.4378 -1.6849 3.8897
H 1.1552 -1.5386 0.5322
C -2.4682 -3.7583 3.5382
N 1.5556 2.7984 -0.7650
H -0.2414 0.8297 -3.3007
H -1.4202 3.8050 3.8285
C -1.5594 -3.9207 2.4992
H 2.0480 -3.7842 0.7338
H 2.1872 -3.3570 4.9904
N -1.2752 3.0202 -0.0253
C 3.1512 -1.2521 -1.6981
C -1.4553 -0.4065 -4.5499
C 1.9544 -2.9642 4.0093
H 3.0332 -2.7489 -3.2344
H 1.8005 1.6584 -3.3863
C -3.0701 4.5736 0.7468
C 5.1362 -0.9654 -0.1720
N 1.1170 3.6703 0.1803
C 3.3629 2.8200 -2.5040
H -4.1058 3.0668 -1.5952
C -4.2324 -4.4024 2.0155
H -4.3471 -2.4244 -0.1422
C 2.7769 4.6650 -0.8576
H -4.0880 4.8088 0.4437
H 2.3646 6.7110 0.8839
C 3.6590 1.3549 -4.3948
H 0.4052 0.7010 4.7812
H -4.5426 -3.9126 4.0683
H -0.5066 -3.7306 2.6735
H -2.9031 -1.5365 -5.6641
H 6.5601 2.9145 -3.6343
C 0.6476 0.2666 2.6032
C -2.7417 -0.8088 -4.8804
C -3.8108 -4.0214 3.2769
H 1.2947 -1.1015 4.7873
N -0.9489 -0.5920 -0.3402
C -2.5201 3.5183 -0.1509
H -5.2837 -4.5793 1.8225
H 5.1525 -1.9390 0.3243
H 5.6368 1.2530 -5.2212
C 1.8409 4.8032 0.1366
C -3.3123 -4.5454 0.9819
H -2.6123 -2.5148 5.2912
C -2.3623 -2.4214 -0.9637
C -1.2514 0.5217 -3.5411
H -1.9787 -3.6237 -2.6042
H 5.1228 3.8967 -1.9050
H -0.4971 4.3834 1.5697
C -2.3247 1.0632 -2.8426
H -0.5999 -0.8139 -5.0733
C -3.3883 -1.9273 -0.1777
N -2.4665 -3.5954 -1.7215
N 0.4493 1.0422 1.5257
C -3.1410 -0.7999 0.5795
H -4.8305 -0.5582 -4.4577
H 0.6258 6.4020 0.9030
N 0.0633 2.2616 1.9783
C 2.8475 1.9180 -3.4230
S 1.5215 -0.7377 -2.1079
O -3.5843 -5.4037 -2.4848
H 2.5951 -4.7299 2.9667
C -2.0104 -3.3398 4.9075
C -1.1703 -1.7121 -1.0270
C 3.7569 -2.3491 -2.5257
H 5.8472 -0.9965 -0.9999
C -3.8223 -0.2556 -4.2071
H 3.4912 5.4036 -1.1725
C 3.7534 -0.6437 -0.6616
C 1.8764 -3.2058 1.6331
H 4.1063 -3.1720 -1.8975
H -0.3666 -2.0541 -1.6624
H -2.4772 5.4867 0.7017
C -1.9654 -4.3281 1.2378
N -3.7991 -4.9176 -0.2916
H -4.5340 -5.6085 -0.3133

Record 6
6
Properties=species:S:1:pos:R:3 method="wB97M-V/def2-TZVPD" homo_energy_ev=-11.07 e_tot_ev=-4159.648 smiles=O.O de_lowest_kj_mol=28.1 homo_lumo_gap_ev=11.85
O 0.5407 -1.1263 -0.2611
O -1.0970 0.9543 0.2565
H 0.6872 -1.2096 0.7190
H -1.2851 1.8399 -0.0779
H 1.4350 -1.1328 -0.6388
H -0.2808 0.6745 0.0023

Record 7
16
Properties=species:S:1:pos:R:3 method="wB97M-V/def2-TZVPD" homo_energy_ev=-10.20 e_tot_ev=-9414.970 smiles=OCCCO.O de_lowest_kj_mol=54.3 homo_lumo_gap_ev=10.81
H 1.0530 -1.7526 -0.3286
H 0.3808 0.5342 0.8520
O -1.7493 -0.3548 2.0657
H -0.4163 -0.7121 -2.4607
H 1.3889 -0.2587 -1.2732
O -0.2008 -1.4308 -1.8515
O 1.7066 2.7419 -0.7041
H 1.5755 3.6604 -0.4250
C -0.2069 -0.0941 0.1595
H 1.5210 2.2444 0.1073
H -2.0181 -1.2799 0.2837
H -1.0181 -0.2065 2.6784
H -0.7606 0.6843 -0.3912
C -1.1948 -0.9805 0.9189
H -0.6921 -1.9087 1.1981
C 0.6311 -0.8866 -0.8294

Record 8
24
Properties=species:S:1:pos:R:3 method="wB97M-V/def2-TZVPD" homo_energy_ev="-14.14 / -14.06" e_tot_ev=-13616.990 multiplicity=2 de_lowest_kj_mol=196.1 total_charge=+1 homo_lumo_gap_ev="9.47 / 5.01"
H -3.8023 0.2529 0.5250
H -0.3078 -1.2859 -2.4509
O 3.1347 -1.1504 0.7895
C -0.2277 -0.8134 -1.4680
H -0.2628 2.3169 0.1406
H 2.9391 -1.8187 0.1225
O 0.4953 -2.2596 0.3782
H 0.9018 1.5912 2.2823
O 2.7548 1.4032 -0.9577
C 0.2177 1.0018 1.7039
H 0.1991 0.0179 2.1458
H 2.2813 0.5691 -1.0460
C -0.3672 -1.8600 -0.3459
H 3.3903 1.1817 -0.2493
C -1.6355 0.6052 0.1693
H -1.3351 0.9966 -1.8817
H -1.4092 -2.2399 -0.3816
H 2.4321 -1.0974 1.4402
C -0.5647 1.4655 0.7194
H -2.3406 -0.3861 -1.5143
H -2.9820 1.0818 1.7968
C -1.4087 0.1219 -1.2286
C -2.8305 0.6075 0.8417
H 0.7279 -0.3020 -1.5312

Record 9
86
Properties=species:S:1:pos:R:3 method="wB97M-V/def2-TZVPD" homo_energy_ev=-4.19 e_tot_ev=-109360.671 de_lowest_kj_mol=0.0 total_charge=-1 homo_lumo_gap_ev=6.52
N -3.6683 -3.3326 -1.2539
H 0.5878 -2.8282 -3.5758
C -7.0693 -0.9263 5.9013
N -2.3615 -0.1826 5.6665
H -5.0318 -1.9846 -2.1130
H -4.7067 2.1515 5.2281
H 4.1242 4.2972 4.5612
C -4.7065 -0.7788 5.8630
O -5.9249 -0.1783 6.3322
H -8.0902 -3.8037 0.9406
C -8.2252 -2.9807 0.2388
H -8.2277 -2.0541 0.8129
N 1.8615 -4.3213 -1.8703
H -5.7301 -2.1914 0.1645
C 4.3146 5.7233 0.8024
H 3.0599 -3.4901 -3.2464
H 1.7287 4.5994 3.7119
H 3.4670 3.4265 1.6836
H 3.1823 3.5056 -3.7010
C 4.0178 4.0028 2.4269
H 5.0540 3.6995 2.2777
N 3.9081 1.1572 -2.5196
C 6.1115 1.8310 -3.1263
H 3.3624 -5.1753 -4.7297
H -7.0236 -2.0042 6.0565
H -9.2431 -3.0654 -0.1417
H 5.2837 5.3344 0.4898
H -5.5648 -4.9494 -2.4309
C 4.3832 5.4338 -4.6547
O 1.5791 -3.1724 -5.4078
C 3.9907 2.1751 4.2320
H 4.7939 2.9577 -1.8762
O 5.0611 4.3031 -4.0715
O -7.2955 -2.9734 -0.8646
H 1.1707 -5.0557 -1.8111
H 3.3041 -1.8819 -4.9984
H -3.6704 0.6914 7.1003
C 2.8144 -5.4585 -3.8310
H 3.6285 5.1796 0.1530
H -4.8146 -0.9361 4.7898
H 6.4481 1.1834 -2.3167
H 3.4279 5.1885 -5.1189
H -7.3775 -0.8690 4.8573
H 4.4197 6.8007 0.6748
H -4.5745 -3.9532 -3.5095
H 0.3154 -4.3154 -4.4319
H 1.7283 -1.1172 -4.8048
C 4.7298 2.3549 -2.7821
H -1.6067 0.4577 5.8676
Br -0.0809 -0.2283 1.2780
C -5.3754 -3.9311 -2.7704
H 4.3015 2.6391 -4.8541
H -7.9684 -0.6569 6.4555
C 2.2788 -1.8708 -5.3680
H 1.9659 -6.1126 -4.0322
N 2.1657 3.7519 4.0450
H 1.4031 -3.5132 -1.4742
H -5.7266 -3.9908 0.0427
C 1.0957 -3.6158 -4.1324
H 4.2221 6.1301 -3.8317
H -3.4477 -2.7145 -0.4862
H -3.0033 -3.0012 -1.9382
H 5.0287 1.9676 3.9721
C -4.9696 -2.9625 -1.6356
C 3.5919 3.6579 3.8570
C -3.7835 1.5739 5.1799
H -6.2282 -3.6684 -3.3964
H -4.4174 -1.7041 6.3615
H 4.3580 0.5949 -1.8114
C 4.2008 3.1810 -3.9137
H -3.0562 2.3374 5.4556
H 3.4891 1.5720 3.4752
H 3.6696 1.9553 5.2502
C 2.1999 -4.1589 -3.2804
H -3.6706 1.4172 4.1071
H -2.2877 -0.3772 4.6782
H 3.4788 -5.9364 -3.1111
H 6.1664 1.1142 -3.9456
H 3.0503 1.3624 -2.0275
H 5.0763 5.9151 -5.3446
O 4.0041 5.3969 2.1573
C -3.6611 0.3264 6.0733
H 1.7854 3.0616 3.4134
H 6.8570 2.6206 -3.2206
C -5.9595 -3.0533 -0.4621
H 2.3012 -1.5542 -6.4108

Record 10
7
Properties=species:S:1:pos:R:3 method="wB97M-V/def2-TZVPD" homo_energy_ev=-9.40 e_tot_ev=-4079.952 de_lowest_kj_mol=282.7 homo_lumo_gap_ev=10.11
H -1.9504 0.3902 0.1072
H -1.0922 -1.0543 0.6330
N 1.2458 -0.1214 -0.0041
H 0.9353 -1.1995 -0.1442
H 0.1522 1.5701 0.0344
C 0.0481 0.4266 0.0724
N -1.0078 -0.2024 -0.1481

Record 11
7
Properties=species:S:1:pos:R:3 method="wB97M-V/def2-TZVPD" homo_energy_ev="-5.89 / -8.91" e_tot_ev=-22373.354 multiplicity=3 de_lowest_kj_mol=105.9 homo_lumo_gap_ev="5.83 / 5.06"
H -1.5485 0.7521 0.0174
P -1.4757 -0.5573 0.0361
C 0.7354 -0.5177 0.3932
F 1.3517 -1.7275 0.5808
H -1.4059 -0.4372 -1.3381
H 0.6624 1.6852 -0.0817
P 1.6805 0.8024 0.3923

Record 12
92
Properties=species:S:1:pos:R:3 method="wB97M-V/def2-TZVPD" homo_energy_ev=-10.92 e_tot_ev=-54543.690 de_lowest_kj_mol=0.0 total_charge=+1 homo_lumo_gap_ev=6.43
H -1.6833 -0.3399 -5.0309
H -1.1636 3.9493 3.3293
H 5.4636 -0.1168 -2.3133
C 1.6075 1.6026 -5.8129
C -2.4835 0.8618 2.8299
C -4.9808 -3.6548 2.3857
C -3.1666 3.3382 3.9154
C 1.8739 1.6323 2.5889
H 0.3671 3.0029 -6.8913
H -2.1499 -2.6632 -1.4582
H -0.6215 -1.8596 -1.8283
C 0.3867 2.0886 -6.2901
C -3.3149 2.5029 0.1752
H 3.3609 -0.8345 -4.9337
H 3.6485 0.8440 -4.4266
C 2.1752 0.4434 -2.1184
C -1.5219 -0.4106 0.8245
H -4.2709 -0.6974 0.8074
C -3.7417 1.0416 3.4089
N -2.4351 0.2085 -0.1819
H 2.5484 2.1215 -6.0196
C -5.1411 -2.5828 1.5010
H 7.2097 -0.2671 -0.5425
C -0.7609 3.4613 -0.2640
C -4.2102 -1.5395 1.5038
C 2.2401 1.3328 3.8900
H -4.3207 2.1476 0.3866
H 2.8771 -2.0043 3.5193
C 3.2440 -1.7133 -2.5877
C 2.5535 -0.9935 3.2793
H 0.5086 -1.2292 -4.2560
C 5.3881 -0.8679 -1.5220
C -2.3128 1.6235 -0.2608
C -3.1363 -1.5766 2.3996
H 5.1397 -3.6328 1.2104
H -3.2625 -0.6885 -1.9329
C 1.6331 0.4521 -5.0208
H 1.8949 1.4413 -2.4860
C -2.9169 3.8173 0.4657
H -3.6466 4.5551 0.8024
C -3.0268 -2.5992 3.3472
H -3.4272 4.3178 4.3242
H 1.9755 -1.5510 1.2847
C -2.2755 -0.5010 -1.4845
H 2.2614 2.1276 4.6388
N 2.7727 -0.3771 -2.9838
H -1.7608 1.8006 -6.3439
C 1.8552 0.0637 -0.8120
H -3.8356 -4.4597 4.0456
H 7.0385 -1.9986 1.2549
C -1.0828 2.1664 -0.6832
C -0.7661 0.2142 -5.2546
H 2.9135 -0.2150 5.2558
H -1.7575 -2.5809 0.7959
C 2.9293 0.0145 -4.3981
H -4.4490 0.2106 3.4436
C 2.5961 0.0211 4.2407
H -0.5462 1.7122 2.4326
C 1.8107 0.6190 1.6008
C -3.9468 -3.6480 3.3272
N -1.6288 4.1835 0.4256
C 6.3681 -0.9599 -0.5239
H -5.0881 2.4306 4.3447
C -0.8027 1.4079 -5.9948
H 1.4785 2.0319 -0.0353
H 2.3831 -2.3210 -2.2644
C -1.1751 -1.8079 0.2746
C -2.0567 -0.4905 2.2729
C -1.5220 -1.7996 -1.2010
C 5.2180 -2.8487 0.4549
H -1.7217 0.1182 -2.2115
H 0.2090 3.9164 -0.4801
H -5.9686 -2.5420 0.7928
C 6.2789 -1.9376 0.4732
H 3.6135 -2.1718 -3.5121
H -0.3545 1.5590 -1.2241
C -1.8915 3.1398 3.3679
H 1.8622 -1.0124 -0.6101
C 0.4624 -0.2819 -4.8032
H -0.1145 -2.0084 0.4848
C -1.5475 1.8961 2.8424
C 2.0817 -0.7230 1.9937
C 4.3087 -1.7598 -1.5165
C 1.5923 0.9730 0.2150
H -5.6700 -4.4981 2.3448
F -0.9211 -0.9271 3.0355
H -2.2073 -2.5817 4.0706
H -0.5990 0.2115 0.8504
C -4.0872 2.2946 3.9277
C 4.2507 -2.7761 -0.5511
H 1.6522 2.6594 2.2851
H 3.4393 -3.5080 -0.6059